[1]
The following is a quantum chemistry calculation of 3 unconnected molecules or ions with the total composition C18H52N6O4P4S, from the OMol25 dataset.

```
85
Properties=species:S:1:pos:R:3:forces:R:3
C 1.610433 3.906470 -1.013472 -0.178 0.270 -0.737
C 1.145988 2.485970 -1.335953 0.024 -0.177 0.258
C 1.425347 2.101634 -2.792002 -0.529 -0.160 0.225
C 1.693735 1.371590 -0.396018 -0.104 0.374 0.141
C 3.078212 1.651324 0.168786 0.334 0.069 0.366
C 0.724407 0.958187 0.727446 0.989 -0.805 -0.819
O 0.825038 1.762652 1.924748 -0.839 -0.059 0.240
P -0.169201 3.051670 1.979928 0.647 0.945 -0.568
S -0.093175 3.656103 4.022346 -0.140 -0.037 0.249
P -2.253120 2.346797 1.734348 -0.602 -0.437 0.065
O -2.563564 1.950350 0.336383 0.182 -0.227 0.000
H 1.382854 4.527274 -1.885923 0.008 0.042 0.029
H 1.060823 4.362183 -0.193103 0.199 -0.143 0.242
H 2.684760 3.996618 -0.859624 0.005 -0.091 0.147
H 0.055296 2.476630 -1.224575 -0.014 0.020 -0.043
H 0.972096 1.121049 -2.959819 0.231 -0.097 -0.121
H 2.490434 2.047071 -3.019709 0.022 0.094 -0.049
H 0.903078 2.770820 -3.477206 0.280 0.191 -0.043
H 1.787569 0.469837 -1.009665 -0.170 -0.051 0.013
H 3.483093 0.780565 0.689764 -0.092 -0.097 -0.065
H 3.061481 2.454096 0.907518 -0.092 0.059 -0.050
H 3.801564 1.946037 -0.592910 -0.114 -0.074 -0.154
H 1.033079 -0.048107 1.016327 -0.081 0.080 0.410
H -0.286383 0.876517 0.320179 -0.150 0.318 0.291
H 0.844866 2.814345 4.487959 -0.132 -0.227 -0.272
H -2.589729 1.367234 2.705052 -0.007 0.176 0.097
H -3.028836 3.478825 2.085450 0.314 0.001 0.487
C -6.069227 2.394579 -4.973461 -0.136 -0.084 0.157
N -4.913795 1.916164 -5.694861 -0.281 -0.239 -0.115
C -4.854045 2.373566 -7.073328 0.480 -0.134 -0.117
P -3.431834 1.344018 -5.047801 -4.237 1.465 3.569
O -2.606619 2.600061 -5.058799 1.751 -1.809 -2.160
N -3.381045 1.036049 -3.358785 0.719 0.283 0.283
C -4.526638 0.882983 -2.491411 -0.342 -0.662 -0.096
C -2.285754 1.652534 -2.609561 0.085 0.304 -0.319
N -3.825955 -0.278918 -5.373839 2.084 -0.080 -1.048
C -5.109692 -0.824270 -5.761783 -0.288 0.217 -0.618
C -2.854492 -1.287279 -4.958199 0.042 -0.009 0.067
H -6.979695 2.117128 -5.518817 0.027 0.118 -0.078
H -6.067904 3.484439 -4.840067 -0.006 -0.011 0.045
H -6.179149 1.929133 -3.998286 0.200 0.057 0.011
H -4.767903 1.522594 -7.764115 0.005 0.067 -0.052
H -3.997615 3.033364 -7.246820 -0.029 0.012 0.003
H -5.752283 2.924416 -7.348149 -0.080 -0.039 0.152
H -4.990408 1.846304 -2.244068 -0.010 -0.025 0.044
H -4.232790 0.415217 -1.548651 0.175 0.094 -0.014
H -5.283697 0.217894 -2.915212 -0.023 0.131 -0.191
H -2.508513 2.695701 -2.358662 0.146 0.013 0.076
H -1.360253 1.620083 -3.179158 -0.088 0.122 -0.127
H -2.112261 1.115159 -1.681176 -0.246 -0.103 0.006
H -5.839850 -0.777049 -4.948287 0.013 0.064 0.007
H -5.001840 -1.872975 -6.047014 0.209 0.004 0.111
H -5.527659 -0.324176 -6.633721 -0.046 0.112 0.101
H -3.103108 -1.694882 -3.972984 0.007 0.000 0.000
H -1.853541 -0.860589 -4.902466 -0.014 0.044 0.092
H -2.807250 -2.109755 -5.676136 -0.059 0.054 -0.050
C 2.942686 -1.362151 6.110625 0.074 -0.051 0.017
N 2.326601 -2.010977 4.979296 -0.423 0.019 0.663
C 0.955772 -1.590932 4.749023 0.054 -0.201 -0.432
P 3.101728 -2.779701 3.630152 2.666 3.162 6.020
O 3.164303 -1.502871 2.813292 -1.556 -2.158 -2.826
N 4.793962 -3.042638 3.768867 0.269 -0.161 -1.198
C 5.560417 -3.009360 4.991562 -0.137 -0.616 0.443
C 5.614133 -2.559157 2.660162 -0.063 0.320 0.003
N 2.749726 -4.276098 4.385197 -0.185 -0.891 -2.485
C 2.269513 -4.525322 5.730361 -0.791 0.138 0.167
C 3.242452 -5.480075 3.713306 -0.018 -0.075 -0.070
H 2.324235 -1.522266 7.003149 -0.074 0.122 -0.023
H 3.065636 -0.279476 5.968765 0.066 0.010 0.035
H 3.908997 -1.785809 6.366593 0.055 0.022 -0.181
H 0.279412 -2.459002 4.727481 -0.073 0.051 -0.024
H 0.846287 -1.057186 3.798156 -0.020 0.043 0.030
H 0.604706 -0.926615 5.537794 0.115 -0.023 0.092
H 5.747610 -1.983979 5.334168 0.001 -0.015 0.002
H 6.533435 -3.487100 4.847113 -0.022 0.021 -0.176
H 5.086826 -3.575328 5.795793 -0.183 0.125 -0.008
H 5.823226 -1.486283 2.750644 0.006 0.002 -0.113
H 5.126917 -2.736499 1.705343 -0.060 0.114 0.012
H 6.567287 -3.093156 2.641239 -0.042 -0.077 0.151
H 3.026380 -4.292421 6.484462 0.022 0.097 -0.061
H 2.003207 -5.578656 5.843918 0.150 -0.056 -0.206
H 1.365038 -3.968214 5.961570 0.083 0.074 0.035
H 4.206945 -5.794795 4.123981 -0.014 -0.010 0.014
H 3.372420 -5.302801 2.646523 0.095 0.036 0.014
H 2.534817 -6.306367 3.810827 -0.041 0.051 0.030
```
Positions in Å, forces in eV/Å.

Calculated values
SMILES string: CC(C)[C@@H](C)COP(S)[PH2]=O.CN(C)P(=O)(N(C)C)N(C)C.CN(C)P(=O)(N(C)C)N(C)C
Total energy (eV): -84627.4738
2S+1: 1
Kohn-Sham gap (eV): 7.55


[2]
The following is a quantum chemistry calculation of C4H12N2S in the gas phase, from the OMol25 dataset.

```
19
Properties=species:S:1:pos:R:3:forces:R:3
N -0.823165 -0.920738 2.954766 0.627 -3.203 -1.180
C -1.724334 -0.603629 1.873661 -1.426 1.652 -1.016
C -1.319545 -1.371623 0.542074 -1.038 2.043 -1.160
N -0.149013 -0.771788 -0.145111 1.187 -0.166 2.588
C -0.474923 0.240949 -1.164959 -0.567 1.336 5.047
C 0.425233 1.429487 -1.072529 -0.250 1.310 -1.715
S 2.099318 1.014953 -1.660955 0.377 -0.288 0.249
H -0.850872 -0.461378 3.817707 -0.533 1.359 0.993
H -0.966941 -1.934527 3.193766 0.394 1.336 -0.356
H -2.819337 -0.689831 2.173659 1.011 -0.484 -0.597
H -1.674277 0.504243 1.594730 0.300 -1.237 0.472
H -2.187147 -1.364377 -0.245377 1.388 -0.147 1.680
H -1.003800 -2.361250 0.714901 -0.231 -1.465 0.644
H 0.571524 -0.519346 0.640163 -1.793 -0.090 -2.135
H -1.449047 0.703727 -0.851443 0.116 -0.820 -1.071
H -0.376951 -0.302473 -2.024525 -0.506 -0.533 -2.866
H -0.029729 2.176854 -1.805574 1.025 -0.788 0.580
H 0.375137 1.983246 -0.120157 0.278 -0.743 -0.059
H 2.189014 -0.297547 -1.249648 -0.362 0.926 -0.098
```
Positions in Å, forces in eV/Å.

Calculated values
SMILES string: NCCNCCS
Relative energy (zero: lowest compared OMol25 entry of this formula, charge and spin) (kcal/mol): 36.0
Total energy (eV): -18156.4563
2S+1: 1
Kohn-Sham gap (eV): 9.55


[3]
The following is a quantum chemistry calculation of C19H27N3O3S in the gas phase, from the OMol25 dataset.

```
53
Properties=species:S:1:pos:R:3:forces:R:3
O -0.663817 -1.575374 0.986842 -0.065 -0.059 0.524
C -0.500363 -1.128523 -0.130491 0.442 0.330 -0.510
N -1.168716 -1.580792 -1.211958 -0.142 -0.235 -0.401
C -2.247883 -2.534777 -1.114961 -0.201 -0.096 0.057
C -3.614557 -1.877985 -1.360892 0.202 0.129 0.091
C -3.850138 -0.692175 -0.463327 -0.122 -0.302 -0.180
C -3.873016 0.545069 -0.940845 0.016 0.222 -0.052
C -4.140461 1.767684 -0.117451 -0.152 -0.005 0.133
C -4.730058 1.405402 1.241814 0.243 0.090 0.028
C -3.933241 0.260345 1.853812 -0.270 -0.091 0.006
C -4.070344 -0.990762 0.992202 0.112 0.176 0.164
C 0.477202 -0.002342 -0.440149 -0.163 -0.031 0.371
C -0.246655 1.342562 -0.292215 0.141 0.072 -0.263
C 0.737566 2.489803 -0.505940 -0.052 -0.071 0.290
C 1.895514 2.367139 0.482707 -0.046 0.682 -0.317
N 2.549838 1.079026 0.376893 0.808 -0.001 -0.687
S 3.620469 0.910895 -0.898651 0.281 -0.210 0.446
O 4.234196 2.183708 -1.131355 -0.003 0.145 0.239
O 3.044094 0.222702 -2.024673 0.054 -0.175 0.227
C 4.817140 -0.180498 -0.136590 -0.358 0.059 -0.320
C 5.007186 -1.467226 -0.605445 -0.027 0.026 -0.055
C 5.940899 -2.266840 0.036919 -0.027 0.164 0.031
C 6.631026 -1.726962 1.113450 -0.022 -0.353 -0.209
N 6.448796 -0.493292 1.556730 0.194 0.317 0.347
C 5.559963 0.266008 0.943878 -0.133 0.191 -0.079
C 1.660030 -0.048830 0.532497 -0.329 -0.657 -0.083
H -1.039200 -1.118309 -2.097761 0.124 0.052 0.116
H -2.088801 -3.337640 -1.841923 -0.025 0.017 0.131
H -2.195763 -2.954122 -0.108908 0.007 -0.044 -0.147
H -4.387496 -2.630332 -1.187698 -0.057 -0.053 -0.075
H -3.674622 -1.562025 -2.405149 -0.064 -0.027 -0.030
H -3.701895 0.722675 -1.996085 0.036 -0.134 -0.169
H -3.204271 2.319508 0.021238 -0.003 0.096 -0.015
H -4.821157 2.428078 -0.661960 0.071 0.042 0.003
H -5.768657 1.091822 1.116034 -0.078 0.023 0.017
H -4.718157 2.277001 1.899054 -0.078 0.002 0.000
H -2.879167 0.538298 1.910332 0.091 0.012 0.059
H -4.280544 0.051375 2.867241 0.079 0.005 0.030
H -5.069352 -1.423018 1.115828 -0.006 -0.076 0.019
H -3.346487 -1.735489 1.326694 -0.023 -0.086 -0.001
H 0.862033 -0.099385 -1.458871 -0.119 -0.020 0.073
H -1.066456 1.403188 -1.011052 -0.061 -0.007 0.074
H -0.671645 1.404456 0.713184 -0.105 -0.005 0.041
H 0.238024 3.450616 -0.372223 0.020 0.035 -0.051
H 1.141714 2.445316 -1.519795 -0.034 0.098 -0.064
H 2.657702 3.120975 0.284399 -0.166 0.101 0.173
H 1.537174 2.473986 1.511476 0.066 -0.034 -0.028
H 4.433753 -1.810436 -1.453453 -0.035 -0.089 -0.068
H 6.127521 -3.277957 -0.288863 0.022 -0.074 -0.014
H 7.369695 -2.306504 1.650956 0.035 -0.130 -0.016
H 5.429252 1.271725 1.316070 -0.031 0.124 0.060
H 2.247285 -0.954719 0.368191 -0.137 -0.119 0.171
H 1.284824 -0.063035 1.560256 0.090 -0.029 -0.088
```
Positions in Å, forces in eV/Å.

Calculated values
SMILES string: O=C(NCCC1=CCCCC1)[C@H]1CCCN(S(=O)(=O)c2cccnc2)C1
Relative energy (zero: lowest compared OMol25 entry of this formula, charge and spin) (kcal/mol): 37.6
Total energy (eV): -41589.6208
2S+1: 1
Kohn-Sham gap (eV): 9.59


The records above give, respectively, strongest force on any atom values of 7.30 5.25 1.06 eV Å⁻¹.
The records above give, respectively, LUMO level values of -0.3057 1.0334 0.5308 eV.